C14H36Cl2O4P3Tl | ωB97M-V/def2-TZVPD

```
60
Properties=species:S:1:pos:R:3:nbo_charge:R:1
C -2.84 3.92 0.20 -0.853
C -1.73 3.07 0.39 0.947
H -2.56 4.87 -0.30 0.330
H -3.29 4.10 1.20 0.364
H -3.62 3.37 -0.39 0.366
O -0.64 2.72 0.09 -0.325
Cl -4.65 1.96 1.73 -0.713
Tl -2.77 0.02 1.19 0.451
P -0.89 1.15 3.02 0.825
C 0.90 1.49 2.89 -0.944
C -1.53 2.67 3.82 -0.951
H -1.19 2.68 4.87 0.252
H -0.61 0.39 5.32 0.253
H -2.62 2.66 3.77 0.275
H -1.98 -0.42 4.51 0.260
H 1.07 2.26 2.13 0.231
H -1.16 3.56 3.30 0.226
C -0.95 -0.06 4.38 -0.936
H 1.31 1.83 3.85 0.254
H -0.31 -0.92 4.13 0.245
H 1.43 0.58 2.57 0.235
P -2.89 -0.06 -1.76 0.808
C -1.61 -0.27 -3.06 -0.936
C -3.77 -1.67 -1.84 -0.938
H -4.88 1.32 -1.81 0.259
H -4.58 0.62 -3.44 0.252
H -3.59 2.00 -2.83 0.231
C -4.11 1.07 -2.55 -0.943
H -4.49 -1.72 -1.01 0.255
H -4.31 -1.76 -2.79 0.253
H -2.06 -0.45 -4.05 0.251
H -0.95 -1.11 -2.80 0.227
H -3.06 -2.49 -1.73 0.236
H -1.00 0.64 -3.10 0.227
Cl -0.27 -2.33 -0.12 -0.148
C 4.11 -2.13 2.22 -0.645
C 3.83 -1.34 0.98 -0.028
O 2.28 -1.48 0.88 -0.865
P 1.49 -1.46 -0.45 2.366
O 2.27 -2.23 -1.55 -0.861
C 2.29 -3.80 -1.56 -0.031
C 3.13 -4.14 -2.74 -0.654
O 1.15 -0.01 -0.93 -0.834
C 2.26 0.67 -1.78 -0.052
C 1.84 2.09 -2.01 -0.645
H 3.62 -1.66 3.07 0.234
H 5.18 -2.22 2.42 0.257
H 3.70 -3.14 2.10 0.231
H 4.01 -0.26 1.06 0.209
H 4.26 -1.74 0.06 0.208
H 2.69 -4.12 -0.59 0.206
H 1.22 -4.10 -1.66 0.214
H 4.10 -3.64 -2.68 0.234
H 3.31 -5.23 -2.82 0.262
H 2.64 -3.82 -3.66 0.236
H 3.19 0.61 -1.20 0.199
H 2.33 0.08 -2.70 0.223
H 1.87 2.69 -1.09 0.224
H 2.55 2.57 -2.70 0.261
H 0.83 2.16 -2.45 0.225
```

Multiplicity   1
Calculated total energy   -80883.4314 eV
LUMO level (alpha / beta)   -0.28960 / -0.29012 Ha
Net charge   +2
F_max   7.10 eV/A
Highest occupied orbital energy (alpha / beta)   -12.62 / -12.62 eV
Gap between HOMO and LUMO (alpha / beta)   4.7 / 4.7 eV

C4H4Br4 | ωB97M-V/def2-TZVPD

```
12
Properties=species:S:1:pos:R:3:nbo_charge:R:1
C -0.95 0.77 0.01 -0.274
C -0.97 1.96 -0.47 -0.054
C 0.15 0.23 0.86 -0.636
C -2.31 2.73 -1.58 -0.392
Br 0.22 3.37 0.05 0.073
Br -3.53 1.48 -2.42 0.117
Br -3.44 3.90 -0.43 0.094
Br -1.23 3.55 -2.94 0.134
H -1.87 0.15 -0.25 0.244
H 0.31 -0.95 0.65 0.228
H -0.16 0.36 1.87 0.230
H 1.05 0.88 0.62 0.236
```

Multiplicity   1
Calculated total energy   -284380.1636 eV
LUMO level   -0.00988 Ha
Net charge   0
F_max   5.53 eV/A
Highest occupied orbital energy   -9.76 eV
Gap between HOMO and LUMO   9.5 eV

C8H18I2NOP2RhS | ωB97M-V/def2-TZVPD

```
34
Properties=species:S:1:pos:R:3:lowdin_spin:R:1
I 4.26 -2.00 -0.98 0.963
I 0.06 -3.14 -0.52 1.016
Rh -0.02 -0.61 -0.09 0.883
P 0.12 -0.46 2.21 0.197
C 1.60 -1.44 2.50 0.052
C 0.54 1.20 2.80 0.028
H 0.54 1.19 3.90 0.008
H -0.89 -1.32 4.17 0.004
H -0.13 2.01 2.46 0.001
H -2.12 -0.58 3.11 0.002
H 2.49 -0.93 2.11 0.001
H 1.54 1.37 2.38 0.000
C -1.22 -1.18 3.13 0.018
H 1.69 -1.55 3.60 0.012
H -1.40 -2.16 2.66 0.001
H 1.54 -2.42 2.03 0.003
P -0.59 0.30 -2.16 0.203
C 0.67 -0.45 -3.21 0.054
C -2.19 -0.15 -2.82 0.018
H -0.76 2.71 -1.51 0.001
H -0.61 2.44 -3.28 0.008
H 0.82 2.15 -2.15 0.000
C -0.28 2.10 -2.28 0.028
H -3.00 0.37 -2.31 0.002
H -2.21 0.08 -3.89 0.004
H 0.41 -0.19 -4.25 0.013
H 0.70 -1.53 -3.08 0.002
H -2.27 -1.23 -2.66 0.001
H 1.67 -0.05 -2.96 0.001
C 1.71 0.02 -0.26 0.089
O 2.63 0.73 -0.33 0.082
S -2.16 0.03 0.35 0.175
C -1.54 1.60 0.52 0.027
N -1.15 2.69 0.65 0.105
```

Multiplicity   5
Calculated total energy   -60730.4405 eV
LUMO level (alpha / beta)   -0.26795 / -0.39645 Ha
Net charge   +2
F_max   5.32 eV/A
Highest occupied orbital energy (alpha / beta)   -15.85 / -15.66 eV
Gap between HOMO and LUMO (alpha / beta)   8.6 / 4.9 eV

C4H12NOS | ωB97M-V/def2-TZVPD

```
19
Properties=species:S:1:pos:R:3:nbo_charge:R:1
C 0.84 -2.22 -1.05 -0.210
N -0.21 -1.21 -0.91 -0.655
C -0.47 -0.48 0.40 -0.250
C 0.52 0.58 0.93 -0.575
S 1.99 0.35 2.10 -0.746
C 2.07 -2.43 -0.19 -0.691
H 1.22 -2.11 -2.08 0.173
H 0.25 -3.17 -1.00 0.153
H -0.26 -0.53 -1.65 0.339
H -1.41 0.07 0.22 0.179
H -0.37 -1.35 1.09 0.195
H 1.11 1.06 0.17 0.202
H -0.02 1.15 1.68 0.206
H 2.15 -1.66 0.64 0.284
H 2.92 -2.21 -0.83 0.197
H 2.02 -3.37 0.30 0.198
H -3.54 5.64 -0.29 0.462
H -4.55 5.61 0.56 0.458
O -4.26 6.28 -0.11 -0.920
```

Multiplicity   1
Calculated total energy   -18714.0871 eV
LUMO level   0.09675 Ha
Net charge   -1
F_max   3.05 eV/A
Highest occupied orbital energy   -2.34 eV
Gap between HOMO and LUMO   5.0 eV

CHCl2OPS | ωB97M-V/def2-TZVPD

```
7
Properties=species:S:1:pos:R:3:nbo_charge:R:1
C -0.84 -0.83 0.10 -0.750
O 1.94 -0.29 0.33 -0.954
P 0.64 0.15 -0.14 1.812
S -0.85 -2.15 0.91 0.385
Cl 0.85 1.03 -1.93 -0.178
Cl -0.17 2.55 1.24 -0.539
H -1.57 -0.46 -0.50 0.225
```

Multiplicity   1
Calculated total energy   -48268.3359 eV
LUMO level   -0.11196 Ha
Net charge   0
F_max   3.43 eV/A
Highest occupied orbital energy   -10.16 eV
Gap between HOMO and LUMO   7.1 eV

C25H40F4MnO15S | ωB97M-V/def2-TZVPD

```
86
Properties=species:S:1:pos:R:3:lowdin_spin:R:1
Mn 3.58 18.64 16.24 4.760
F 2.68 17.28 17.46 0.108
C 5.74 14.95 16.51 0.001
F 6.77 14.12 16.46 0.000
F 4.70 14.51 15.82 0.000
F 5.35 15.12 17.77 0.000
S 6.25 16.62 15.82 0.011
O 5.23 17.53 16.34 0.059
O 7.53 16.88 16.43 0.005
O 6.30 16.55 14.37 0.003
O 10.00 20.19 18.91 0.000
C 9.94 19.01 19.17 0.000
O 8.93 18.41 19.78 0.000
C 7.84 19.21 20.26 0.000
C 7.00 19.76 19.11 0.000
C 11.00 18.07 18.65 0.000
H 8.19 20.11 20.76 0.000
H 7.26 18.52 20.87 0.000
H 6.15 20.30 19.52 0.000
H 6.67 18.97 18.43 0.000
H 7.62 20.35 18.43 0.000
H 11.76 18.68 18.16 0.000
H 10.52 17.44 17.90 0.000
H 11.56 17.45 19.34 0.000
O 8.85 10.40 17.23 0.000
C 9.59 10.69 16.32 0.000
O 10.64 9.98 15.92 0.000
C 11.13 8.86 16.65 0.000
C 12.04 9.29 17.79 0.000
C 9.54 12.02 15.61 0.000
H 11.64 8.20 15.96 0.000
H 10.25 8.33 17.04 0.000
H 11.43 9.82 18.53 0.000
H 12.94 9.82 17.47 0.000
H 12.33 8.42 18.39 0.000
H 10.43 12.56 15.94 0.000
H 8.65 12.60 15.82 0.000
H 9.56 11.93 14.52 0.000
O 4.36 15.76 8.85 0.000
C 5.45 15.69 9.33 0.000
O 5.76 14.70 10.21 0.000
C 6.94 14.95 11.00 0.000
C 7.43 16.37 10.57 0.000
C 6.46 16.84 9.52 0.000
H 7.64 14.14 10.86 0.000
H 6.64 15.21 12.01 0.000
H 8.50 16.46 10.38 0.000
H 7.26 16.98 11.46 0.000
H 7.00 17.11 8.61 0.000
H 5.88 17.72 9.79 0.000
O 3.16 17.47 14.51 0.039
C 2.85 16.92 13.48 0.008
O 2.13 17.64 12.60 0.003
C 2.32 17.10 11.28 0.000
C 2.57 15.62 11.60 0.000
C 3.48 15.70 12.82 0.001
H 3.16 17.55 10.75 0.000
H 1.49 17.06 10.59 0.000
H 2.99 15.06 10.76 0.000
H 1.70 14.99 11.77 0.000
H 4.52 15.88 12.56 0.000
H 3.45 14.88 13.53 0.000
O 3.35 13.83 19.69 0.000
C 3.97 12.88 19.32 0.000
O 3.41 11.85 18.69 0.000
C 4.37 10.83 18.36 0.000
C 5.70 11.58 18.35 0.000
C 5.45 12.62 19.49 0.000
H 4.07 10.45 17.38 0.000
H 4.42 9.98 19.03 0.000
H 5.90 12.14 17.44 0.000
H 6.50 10.87 18.55 0.000
H 6.12 13.47 19.53 0.000
H 5.51 12.08 20.45 0.000
O 10.55 13.38 11.98 0.000
C 10.51 14.38 12.63 0.000
O 9.35 14.88 13.06 0.000
C 9.58 15.87 14.09 0.000
C 11.04 16.33 14.02 0.000
C 11.67 15.23 13.10 0.000
H 9.29 15.30 14.98 0.000
H 8.88 16.70 14.05 0.000
H 11.46 16.28 15.02 0.000
H 11.17 17.23 13.43 0.000
H 12.28 14.52 13.66 0.000
H 12.21 15.68 12.27 0.000
```

Multiplicity   6
Calculated total energy   -110312.2022 eV
LUMO level (alpha / beta)   -0.06717 / -0.06884 Ha
Net charge   0
F_max   3.69 eV/A
Highest occupied orbital energy (alpha / beta)   -9.51 / -9.51 eV
Gap between HOMO and LUMO (alpha / beta)   7.7 / 7.6 eV

H80O40 | ωB97M-V/def2-TZVPD

```
120
Properties=species:S:1:pos:R:3:lowdin_charge:R:1
H -3.25 -2.03 1.34 0.013
H -2.98 -2.00 -0.17 0.028
O -3.31 -2.56 0.54 -0.030
H -2.69 2.83 -1.79 0.005
H -3.90 2.61 -0.83 0.031
O -3.32 3.31 -1.26 -0.090
H 3.00 -3.97 -0.19 0.008
H 2.11 -3.52 -1.31 0.024
O 2.78 -4.22 -1.10 -0.060
H 0.88 -4.40 -5.13 0.035
H 0.79 -3.19 -4.60 -0.007
O 1.52 -3.73 -4.90 -0.042
H -4.35 3.74 -2.84 0.059
H -3.22 4.29 -3.66 0.013
O -3.97 3.71 -3.77 -0.083
H -4.39 -2.61 -3.84 0.061
O -4.07 -2.18 -3.05 -0.045
H -0.68 0.02 2.99 0.019
O -0.46 0.55 3.81 -0.070
H 3.89 -0.88 1.27 0.022
H 4.09 -2.40 1.01 0.036
O 3.53 -1.71 1.38 -0.005
H -2.79 0.74 2.34 0.057
H -2.11 -0.69 2.30 0.048
O -2.07 0.23 1.95 -0.073
H 1.78 -0.63 6.03 0.038
H 2.52 0.05 5.02 0.008
O 2.09 0.30 5.84 -0.089
H 1.56 3.72 3.57 -0.003
H 2.28 4.88 3.25 0.037
O 1.57 4.38 2.88 -0.020
H -0.79 -2.88 -0.99 0.084
O 0.10 -2.53 -1.18 -0.053
H 4.32 3.24 3.17 0.027
H 4.03 4.00 1.87 0.011
O 4.70 3.88 2.55 -0.048
H -2.36 -1.88 -4.09 0.017
H -2.43 -0.63 -4.95 -0.017
O -2.56 -1.55 -4.98 -0.033
H -1.89 0.55 0.19 0.049
H -1.62 1.54 -0.78 0.049
O -2.11 0.73 -0.77 -0.068
H -4.08 0.23 5.56 0.042
H -2.60 0.06 5.51 0.012
O -3.28 0.56 6.00 -0.051
H 2.03 -1.00 0.03 0.048
H 0.78 -0.42 -0.82 0.063
O 1.44 -0.25 -0.11 -0.039
H -3.76 1.85 1.23 -0.033
H -4.03 0.78 0.21 0.033
O -4.30 1.64 0.50 -0.019
H 2.14 1.26 0.37 0.038
O 2.59 1.88 1.01 -0.072
H -1.32 4.82 1.89 0.029
H -0.98 4.32 3.21 0.022
O -1.74 4.66 2.73 -0.043
H 1.49 -4.07 2.29 0.021
O 2.09 -3.73 2.96 -0.048
H 4.72 -1.09 -1.21 -0.038
H 5.52 -0.55 -2.45 0.033
O 5.06 -0.31 -1.64 -0.058
H -0.12 -1.32 -3.54 0.004
H 1.05 -2.13 -2.94 0.017
O 0.83 -1.47 -3.59 -0.057
H 1.12 2.29 -6.19 0.028
H 1.45 0.81 -5.77 0.011
O 1.81 1.64 -6.04 -0.049
H -0.48 4.06 -3.46 0.046
H -0.75 5.34 -2.78 0.056
O -0.38 4.47 -2.55 -0.064
H -0.38 2.27 5.38 0.016
H 1.06 1.96 5.87 0.017
O 0.50 2.63 5.44 -0.051
H 0.40 2.65 -3.18 0.020
H 0.86 1.31 -3.71 0.039
O 0.69 2.21 -4.00 -0.082
H 0.13 -2.69 5.69 0.054
H 0.24 -1.29 5.13 0.013
O 0.49 -1.82 5.90 -0.052
H 0.12 -6.02 -0.82 0.040
H 1.17 -6.39 -0.03 0.057
O 0.40 -5.78 0.08 -0.085
H -2.27 -2.00 4.30 0.011
H -2.04 -3.59 4.59 -0.030
O -1.98 -2.86 4.12 0.052
H 2.63 1.33 2.64 0.009
H 2.43 1.93 4.08 0.007
O 2.82 1.21 3.60 -0.065
H 6.13 -2.91 -0.18 0.087
O 5.35 -2.86 -0.78 -0.063
H 4.77 3.86 -0.19 0.029
H 5.05 2.64 0.52 -0.027
O 5.19 3.00 -0.32 -0.041
H 1.88 2.56 1.06 0.065
H -4.55 -2.17 -2.24 0.041
H 2.25 -2.78 2.91 0.004
H 0.50 0.50 3.83 0.008
H -0.03 -1.71 -0.68 -0.006
H 5.53 -3.56 -1.42 0.072
O -0.46 -1.72 1.30 -0.095
H 0.12 -2.52 1.37 0.077
H 0.37 -1.13 1.19 0.070
O 3.67 -1.36 -4.43 -0.057
H 3.00 -1.82 -4.97 0.013
H 3.23 -0.52 -4.58 0.016
O -3.66 2.72 2.91 -0.039
H -3.70 2.64 3.86 0.056
H -3.88 3.53 2.47 0.057
O -1.12 0.35 -2.93 -0.081
H -1.35 -0.19 -3.69 -0.014
H -1.90 0.16 -2.36 0.033
O -3.62 -5.52 0.57 -0.056
H -3.94 -5.22 1.41 0.007
H -4.08 -4.93 -0.04 0.026
O -4.39 0.47 -3.73 -0.050
H -4.66 1.20 -4.27 0.027
H -4.57 -0.32 -4.25 0.019
O -1.82 1.80 -5.08 -0.039
H -2.29 2.31 -4.42 -0.005
H -1.10 2.27 -5.48 0.019
```

Multiplicity   1
Calculated total energy   -83195.8252 eV
LUMO level   -0.03326 Ha
Net charge   0
F_max   7.48 eV/A
Highest occupied orbital energy   -10.45 eV
Gap between HOMO and LUMO   9.5 eV

C3H7NOS | ωB97M-V/def2-TZVPD

```
13
Properties=species:S:1:pos:R:3:nbo_charge:R:1
C 0.92 0.11 -0.64 0.706
C -0.83 1.63 -0.81 -0.257
C -0.31 -1.71 1.70 -0.755
N 1.73 0.38 -1.50 -0.742
O -0.23 0.58 -0.21 -0.508
S 1.41 -1.55 0.98 -0.114
H -1.79 1.36 -1.40 0.181
H -0.16 2.12 -1.44 0.197
H -1.27 2.35 -0.15 0.197
H -0.42 -0.64 2.08 0.226
H -0.40 -2.62 2.40 0.241
H -1.04 -1.73 0.83 0.218
H 2.39 -0.27 -1.85 0.409
```

Multiplicity   1
Calculated total energy   -17594.2974 eV
LUMO level   0.01287 Ha
Net charge   0
F_max   4.51 eV/A
Highest occupied orbital energy   -8.31 eV
Gap between HOMO and LUMO   8.7 eV

Look up the multiplicity of the fifth one. 1

Number 1 is which compound? C14H36Cl2O4P3Tl

Number 1 is which compound? C14H36Cl2O4P3Tl

Which value of net charge does entry 4 give? -1